# 1
Here is a cluster of 2 separate species, C3H6N2O2 in total from OMol25. Energies are from ωB97M-V/def2-TZVPD.

```
! RIJCOSX wB97M-V def2-TZVPD def2/J DEFGRID3
* xyz 0 1
C 0.5911 2.7726 -1.0001
C -1.0996 -0.4406 -0.6128
C 0.3024 -2.1179 0.3332
N -0.2465 -0.9009 0.2763
N 0.4716 0.0455 0.9667
O -0.2427 2.4190 -0.3030
O 1.3532 3.2277 -1.7126
H -1.4608 -1.1513 -1.3020
H -1.4592 0.4517 -0.7788
H -0.2615 -2.9679 0.1629
H 1.1591 -2.1289 1.0228
H 0.0058 0.8805 0.9923
H 0.8871 -0.0896 1.9551
*
```

Computed properties:
LUMO energy = 0.5 eV
HOMO = -0.24677 hartree
ΔE to the lowest compared entry with this formula, charge and spin = 5.0075 eV
Largest force on an atom = 4.9 eV/Å

***

# 2
Here is the molecule C3H6N2O2 from OMol25. Energies are from ωB97M-V/def2-TZVPD.

```
! RIJCOSX wB97M-V def2-TZVPD def2/J DEFGRID3
* xyz 0 1
C 2.3566 -0.0300 0.0154
C 0.8660 -0.0424 0.0598
N 0.3374 -1.2382 -0.0465
O -1.0775 -1.1915 -0.2146
C -1.6963 0.0143 0.3268
O -1.1265 1.1151 -0.3395
N 0.2120 1.1347 0.1232
H 2.8156 0.5247 -0.7626
H 2.7484 0.5187 0.9309
H 2.7270 -1.1029 0.0357
H -1.6526 -0.0287 1.4186
H -2.7651 -0.1501 0.0698
H 0.7543 1.9235 -0.2082
*
```

Computed properties:
LUMO energy = 0.8 eV
HOMO = -0.31797 hartree
ΔE to the lowest compared entry with this formula, charge and spin = 5.3250 eV
Largest force on an atom = 3.3 eV/Å
SMILES = CC1=NOCON1

***

# 3
Here is a cluster of 2 separate species, C3H6N2O2 in total from OMol25. Energies are from ωB97M-V/def2-TZVPD.

```
! RIJCOSX wB97M-V def2-TZVPD def2/J DEFGRID3
* xyz 0 1
C 1.0665 -0.3272 1.8654
N 0.5510 -0.2756 0.5658
N -0.6128 -0.1411 0.3445
O -1.6144 -0.1943 1.3088
H 1.1242 -1.3779 1.9769
H 0.2534 0.0704 2.5446
H 2.0491 0.0708 1.7670
H -2.4782 -0.2343 0.7598
C 0.4411 0.6214 -2.2446
C -0.8356 0.2653 -2.1049
O -1.9208 -0.1564 -2.1699
H 0.9349 0.5423 -3.1919
H 1.0416 1.1365 -1.4213
*
```

Computed properties:
LUMO energy = 0.7 eV
HOMO = -0.31539 hartree
ΔE to the lowest compared entry with this formula, charge and spin = 5.7882 eV
Largest force on an atom = 3.8 eV/Å
SMILES = C/N=N\O.C=C=O

***

# 4
Here is the molecule C3H6N2O2 from OMol25. Energies are from ωB97M-V/def2-TZVPD.

```
! RIJCOSX wB97M-V def2-TZVPD def2/J DEFGRID3
* xyz 0 1
H -0.1475 0.6940 -1.2483
N -0.7304 0.0494 -1.7751
C -1.1597 -0.9418 -1.1266
O -1.0052 -1.3078 0.1741
C -0.3591 -0.4085 1.0540
C 1.0074 0.0478 0.5291
N 1.1487 1.4000 0.3748
O 1.8760 -0.7441 0.2356
H -1.7691 -1.6908 -1.6257
H -1.0173 0.4429 1.2725
H -0.1938 -0.9731 1.9746
H 2.0003 1.7406 -0.0440
H 0.4461 2.0692 0.6445
*
```

Computed properties:
LUMO energy = 0.7 eV
HOMO = -0.37585 hartree
ΔE to the lowest compared entry with this formula, charge and spin = 1.6785 eV
Largest force on an atom = 0.4 eV/Å
SMILES = [H]/N=C\OCC(N)=O